The following is a DFT calculation (ωB97M-V/def2-TZVPD) of a molecular structure, C28H30Cl4N7O6Pb.

The strongest force on any atom is 0.194 eV/Å. The calculation puts the HOMO-LUMO gap at 7.863 eV. The energy comes out at -3953.3033 Eh. The value obtained for the energy above the lowest of the compared OMol25 structures with the same formula, charge and spin is 21.7 kJ/mol.

Geometry as ORCA input:
```
! RIJCOSX wB97M-V def2-TZVPD def2/J DEFGRID3
* xyz 1 1
Pb -0.230 -0.398 0.054
C -3.621 -1.014 0.792
N -2.871 0.163 0.405
C -3.091 1.337 1.235
C -1.866 2.195 1.255
N -0.656 1.745 1.049
C 0.198 2.841 1.175
C 1.581 2.940 1.040
C 2.143 4.190 1.206
C 1.362 5.318 1.502
C -0.009 5.229 1.643
C -0.568 3.969 1.474
N -1.878 3.514 1.531
C -2.802 -1.848 1.737
N -1.494 -1.818 1.793
C -1.127 -2.787 2.730
C 0.130 -3.190 3.175
C 0.173 -4.185 4.131
C -0.995 -4.775 4.637
C -2.246 -4.389 4.200
C -2.282 -3.387 3.239
N -3.333 -2.761 2.583
H -4.588 -0.777 1.251
H -3.836 -1.607 -0.099
H -2.930 0.403 -0.583
H -3.947 1.933 0.900
H -3.297 1.016 2.260
H 2.180 2.063 0.838
H 3.215 4.307 1.114
H 1.845 6.277 1.623
H -0.611 6.098 1.871
H -2.700 4.075 1.677
H 1.042 -2.739 2.805
H 1.134 -4.515 4.504
H -0.912 -5.550 5.387
H -3.147 -4.843 4.590
H -4.314 -2.944 2.710
Cl -1.642 5.508 -3.882
C -0.976 3.932 -3.720
C 0.131 3.574 -4.496
Cl 0.837 4.682 -5.604
C 0.655 2.294 -4.349
Cl 2.020 1.774 -5.272
C 0.084 1.415 -3.454
O 0.678 0.162 -3.257
C -1.028 1.724 -2.649
O -1.509 0.874 -1.814
C -1.537 3.033 -2.824
Cl -2.902 3.469 -1.859
C 1.344 0.354 3.703
C 2.046 -0.439 2.622
O 2.972 -1.195 2.874
O 1.602 -0.263 1.407
H 1.672 0.030 4.687
H 0.263 0.237 3.606
H 1.573 1.414 3.573
C -1.698 -1.842 -4.960
O -0.984 -0.696 -4.450
C 0.065 -0.934 -3.714
O 0.524 -2.027 -3.436
H -2.703 -1.489 -5.161
H -1.698 -2.642 -4.226
H -1.224 -2.176 -5.880
N 3.133 -1.395 -2.871
C 4.103 -2.375 -2.287
C 4.059 -2.256 -0.774
N 2.695 -2.413 -0.292
H 3.364 -1.135 -3.829
H 3.111 -0.536 -2.321
H 2.148 -1.757 -2.884
H 5.096 -2.156 -2.675
H 3.799 -3.365 -2.623
H 4.412 -1.260 -0.493
H 4.775 -2.966 -0.349
H 2.574 -1.863 0.559
H 2.509 -3.382 -0.062
*
```